Entry 1:
{
  "formula": "C2H7N2O2",
  "method": "wB97M-V/def2-TZVPD",
  "homo_lumo_gap_ev": 11.70,
  "lumo_energy_ev": -3.703,
  "total_energy_ha": -340.06380,
  "homo_ha": -0.56620,
  "total_charge": 1,
  "elements": ["O", "C", "N", "C", "O", "N", "H", "H", "H", "H", "H", "H", "H"],
  "coordinates": [[2.05, 0.17, 0.66], [1.10, 0.09, -0.28], [-0.16, 1.06, -0.41], [-1.16, 0.15, -0.26], [-2.07, 0.14, 0.65], [0.10, -0.98, -0.04], [1.64, 0.37, 1.51], [1.73, 0.17, -1.14], [0.02, 1.66, -1.19], [-1.74, -0.08, -1.10], [-1.81, 0.48, 1.50], [0.27, -1.36, 0.85], [0.05, -1.86, -0.75]],
  "nbo_charge": [-0.632, 0.386, -0.690, 0.483, -0.606, -0.652, 0.484, 0.218, 0.427, 0.190, 0.499, 0.426, 0.466]
}


Entry 2:
{
  "formula": "C36H37N7O2SW",
  "method": "wB97M-V/def2-TZVPD",
  "homo_lumo_gap_ev": [6.60, 6.28],
  "spin_multiplicity": 3,
  "lumo_energy_ev": [-6.120, -6.492],
  "s2": 2.02,
  "total_energy_ha": -2392.64033,
  "homo_ha": [-0.46759, -0.46934],
  "total_charge": 2,
  "elements": ["W", "C", "C", "C", "C", "C", "C", "C", "C", "C", "C", "H", "H", "H", "H", "H", "H", "H", "H", "H", "H", "H", "H", "H", "H", "N", "C", "C", "C", "C", "C", "C", "S", "O", "O", "N", "C", "N", "C", "C", "C", "N", "H", "H", "H", "H", "H", "H", "H", "H", "H", "C", "C", "C", "C", "N", "C", "C", "C", "C", "C", "C", "C", "H", "H", "H", "H", "H", "H", "H", "H", "N", "C", "C", "C", "C", "C", "N", "H", "H", "H", "H", "H", "H"],
  "coordinates": [[0.59, 0.40, 0.15], [1.94, -1.35, 5.20], [1.71, -2.35, 4.06], [0.23, -2.73, 3.98], [2.22, -1.85, 2.72], [2.82, -2.73, 1.81], [3.35, -2.30, 0.61], [3.36, -0.95, 0.27], [4.13, -0.46, -0.92], [2.74, -0.04, 1.16], [2.17, -0.52, 2.38], [1.77, -1.84, 6.16], [1.25, -0.51, 5.13], [2.96, -0.96, 5.20], [2.27, -3.26, 4.29], [-0.36, -1.88, 3.62], [-0.14, -3.01, 4.96], [0.06, -3.56, 3.30], [2.90, -3.78, 2.07], [3.83, -3.01, -0.05], [5.09, -0.97, -0.98], [4.31, 0.61, -0.86], [3.59, -0.66, -1.85], [3.08, 0.98, 1.12], [1.88, 0.20, 3.13], [-3.78, -3.21, -5.08], [-2.73, -2.54, -4.52], [-2.17, -2.98, -3.31], [-1.13, -2.29, -2.73], [-0.62, -1.15, -3.36], [-1.15, -0.72, -4.59], [-2.20, -1.40, -5.15], [0.75, -0.38, -2.66], [1.81, -0.16, -3.60], [1.10, -1.14, -1.43], [0.39, 1.02, -1.84], [0.36, 2.22, -2.55], [0.72, 3.32, -1.90], [0.70, 4.47, -2.58], [0.35, 4.54, -3.91], [-0.01, 3.34, -4.49], [-0.03, 2.19, -3.82], [-4.07, -4.10, -4.72], [-4.08, -2.97, -6.01], [-2.56, -3.87, -2.83], [-0.69, -2.64, -1.81], [-0.72, 0.14, -5.08], [-2.60, -1.07, -6.10], [1.00, 5.36, -2.02], [0.36, 5.47, -4.46], [-0.32, 3.29, -5.53], [-2.93, 3.12, -0.03], [-4.02, 2.27, 0.11], [-3.79, 0.92, 0.24], [-2.49, 0.43, 0.22], [-1.44, 1.26, 0.10], [-1.67, 2.58, -0.02], [-2.11, -0.97, 0.38], [-3.04, -2.01, 0.36], [-2.62, -3.32, 0.51], [-1.26, -3.58, 0.64], [-0.34, -2.55, 0.63], [-0.74, -1.21, 0.52], [-3.06, 4.19, -0.13], [-5.03, 2.66, 0.12], [-4.61, 0.23, 0.37], [-0.80, 3.22, -0.12], [-4.10, -1.80, 0.23], [-3.34, -4.13, 0.49], [-0.92, -4.60, 0.75], [0.70, -2.79, 0.68], [2.06, 3.19, 0.58], [1.36, 2.93, 1.73], [1.47, 3.72, 2.88], [0.72, 3.43, 3.99], [-0.17, 2.36, 3.95], [-0.24, 1.61, 2.81], [0.54, 1.84, 1.73], [2.75, 3.92, 0.68], [1.47, 3.38, -0.25], [2.13, 4.58, 2.85], [0.80, 4.05, 4.87], [-0.80, 2.12, 4.80], [-0.90, 0.76, 2.74]],
  "lowdin_charge": [1.718, -0.057, -0.361, -0.043, -0.186, 0.014, -0.001, -0.268, -0.010, -0.200, -0.054, 0.092, 0.070, 0.093, 0.142, 0.075, 0.092, 0.075, 0.140, 0.140, 0.103, 0.093, 0.069, 0.101, 0.101, 0.146, -0.291, -0.006, -0.053, -0.296, -0.047, -0.004, 0.701, -0.225, -0.427, -0.217, -0.441, 0.070, -0.085, -0.016, -0.067, 0.146, 0.111, 0.112, 0.119, 0.092, 0.103, 0.123, 0.124, 0.119, 0.129, -0.017, -0.006, 0.030, -0.199, -0.042, -0.109, -0.189, -0.007, -0.045, -0.059, -0.128, -0.207, 0.123, 0.129, 0.121, 0.091, 0.116, 0.121, 0.123, 0.083, 0.134, -0.356, 0.022, -0.005, -0.028, -0.122, -0.091, 0.117, 0.041, 0.130, 0.131, 0.127, 0.119]
}


Entry 3:
{
  "formula": "C4H7IO2",
  "method": "wB97M-V/def2-TZVPD",
  "homo_lumo_gap_ev": 9.91,
  "lumo_energy_ev": 0.324,
  "total_energy_ha": -604.75443,
  "homo_ha": -0.35244,
  "total_charge": 0,
  "elements": ["O", "C", "O", "C", "C", "C", "I", "H", "H", "H", "H", "H", "H", "H"],
  "coordinates": [[2.04, 0.70, -0.33], [0.72, 0.81, -0.76], [0.27, -0.35, -1.40], [-0.44, -1.28, -0.57], [-0.51, -0.57, 0.80], [-0.13, 0.94, 0.54], [-2.01, 2.03, 0.27], [2.11, 0.01, 0.33], [0.56, 1.57, -1.52], [-1.47, -1.44, -0.90], [0.15, -2.20, -0.65], [-0.04, -1.02, 1.69], [-1.57, -0.51, 1.07], [0.34, 1.32, 1.44]],
  "nbo_charge": [-0.700, 0.332, -0.531, -0.078, -0.496, -0.321, 0.059, 0.467, 0.196, 0.187, 0.193, 0.225, 0.233, 0.237]
}


Entry 4:
{
  "formula": "C23H34N5RuSeSi2",
  "method": "wB97M-V/def2-TZVPD",
  "homo_lumo_gap_ev": 6.30,
  "lumo_energy_ev": -10.655,
  "total_energy_ha": -4245.06063,
  "homo_ha": -0.62300,
  "total_charge": 3,
  "elements": ["Ru", "C", "Si", "C", "C", "C", "C", "C", "C", "C", "C", "N", "Si", "C", "C", "C", "H", "H", "H", "H", "H", "H", "H", "H", "H", "H", "H", "H", "H", "H", "H", "H", "H", "H", "H", "H", "H", "H", "C", "N", "C", "Se", "N", "C", "C", "C", "C", "C", "C", "H", "H", "H", "H", "H", "H", "H", "H", "N", "C", "C", "N", "C", "H", "H", "H", "H"],
  "coordinates": [[-0.67, 0.15, 0.18], [-2.95, 0.11, -0.77], [-1.98, -0.83, -2.15], [-3.05, -2.16, -2.85], [-1.41, 0.27, -3.53], [-0.52, -1.36, -1.01], [0.97, -1.25, -1.12], [1.92, -1.80, -1.95], [3.25, -1.47, -1.71], [3.59, -0.60, -0.69], [2.58, -0.05, 0.08], [1.31, -0.39, -0.13], [-0.90, -3.10, -0.04], [-2.57, -3.06, 0.76], [-0.73, -4.38, -1.37], [0.46, -3.30, 1.21], [-3.47, 0.97, -1.20], [-2.56, 0.57, 0.20], [-3.70, -0.58, -0.38], [-3.89, -1.68, -3.35], [-3.44, -2.87, -2.13], [-2.50, -2.71, -3.62], [-2.26, 0.79, -3.98], [-0.97, -0.35, -4.32], [-0.66, 1.00, -3.23], [1.63, -2.46, -2.76], [4.03, -1.90, -2.33], [4.62, -0.34, -0.49], [2.78, 0.67, 0.87], [-3.40, -2.98, 0.06], [-2.67, -2.27, 1.51], [-2.70, -4.01, 1.29], [-1.49, -4.32, -2.15], [-0.84, -5.35, -0.89], [0.25, -4.36, -1.84], [0.42, -2.60, 2.05], [1.45, -3.26, 0.76], [0.35, -4.31, 1.63], [-0.66, 3.76, -3.53], [-1.61, 3.81, -2.42], [-1.50, 3.25, -1.21], [0.00, 2.26, -0.59], [-2.55, 3.64, -0.46], [-3.38, 4.46, -1.21], [-4.57, 5.12, -0.90], [-5.11, 5.89, -1.91], [-4.50, 5.99, -3.18], [-3.33, 5.34, -3.48], [-2.78, 4.57, -2.46], [0.19, 3.14, -3.25], [-0.32, 4.77, -3.74], [-1.15, 3.35, -4.41], [-2.63, 3.46, 0.53], [-5.03, 5.06, 0.08], [-6.03, 6.43, -1.72], [-4.98, 6.61, -3.93], [-2.86, 5.44, -4.45], [-1.35, -0.10, 4.22], [0.03, -0.19, 4.28], [0.46, -0.12, 3.00], [-0.65, 0.01, 2.17], [-1.73, 0.02, 2.96], [-1.97, -0.13, 5.02], [0.56, -0.29, 5.21], [1.46, -0.16, 2.62], [-2.75, 0.10, 2.64]],
  "nbo_charge": [0.602, -1.074, 1.683, -1.134, -1.147, -0.772, 0.172, -0.235, -0.079, -0.229, 0.079, -0.421, 1.710, -1.151, -1.136, -1.150, 0.284, 0.207, 0.288, 0.284, 0.259, 0.277, 0.268, 0.281, 0.235, 0.260, 0.266, 0.271, 0.232, 0.255, 0.227, 0.291, 0.262, 0.288, 0.258, 0.240, 0.257, 0.287, -0.419, -0.292, 0.234, 0.308, -0.508, 0.174, -0.236, -0.146, -0.154, -0.204, 0.087, 0.232, 0.255, 0.242, 0.445, 0.249, 0.257, 0.258, 0.252, -0.448, -0.030, -0.066, -0.467, 0.241, 0.470, 0.280, 0.249, 0.243]
}


Entry 5:
{
  "formula": "C11H14N2S",
  "method": "wB97M-V/def2-TZVPD",
  "homo_lumo_gap_ev": [7.56, 7.56],
  "lumo_energy_ev": [0.124, 0.124],
  "total_energy_ha": -935.03330,
  "homo_ha": [-0.27315, -0.27316],
  "total_charge": 0,
  "elements": ["C", "C", "C", "C", "C", "C", "C", "C", "C", "C", "C", "N", "N", "S", "H", "H", "H", "H", "H", "H", "H", "H", "H", "H", "H", "H", "H", "H"],
  "coordinates": [[-3.97, -0.41, -0.09], [-3.54, -1.79, -0.05], [-2.85, 0.34, 0.06], [-2.19, -1.77, 0.12], [0.69, -0.92, -0.30], [-1.69, -0.46, 0.11], [-0.42, -0.01, -0.04], [1.82, -0.28, -0.49], [-0.75, 2.28, -0.68], [2.11, 1.96, 0.93], [3.72, -2.13, 0.16], [0.04, 1.26, -0.02], [1.35, 1.52, -0.27], [3.46, -0.48, -0.63], [-4.99, -0.16, -0.26], [-4.28, -2.67, -0.02], [-2.86, 1.37, 0.07], [-1.58, -2.67, 0.14], [0.60, -1.89, -0.57], [-1.51, 2.69, -0.01], [-0.16, 3.15, -0.96], [-1.22, 1.59, -1.46], [1.84, 1.49, 2.02], [3.17, 1.87, 0.67], [1.90, 3.01, 1.01], [3.63, -1.81, 1.12], [4.71, -2.45, -0.24], [2.96, -2.63, -0.32]],
  "nbo_charge": [-0.263, -0.251, -0.238, -0.244, -0.345, -0.219, 0.306, -0.028, -0.413, -0.440, -0.677, -0.266, -0.235, 0.323, 0.208, 0.213, 0.193, 0.195, 0.238, 0.202, 0.228, 0.220, 0.189, 0.216, 0.202, 0.227, 0.237, 0.220]
}


Entry 6:
{
  "formula": "C23H41N3O4P2Zr",
  "method": "wB97M-V/def2-TZVPD",
  "homo_lumo_gap_ev": [6.13, 6.13],
  "lumo_energy_ev": [-0.200, -0.200],
  "total_energy_ha": -2095.86967,
  "homo_ha": [-0.23270, -0.23273],
  "total_charge": 0,
  "elements": ["Zr", "P", "P", "N", "H", "C", "H", "H", "H", "C", "H", "H", "H", "C", "H", "H", "H", "C", "H", "H", "H", "C", "H", "H", "H", "C", "H", "H", "H", "C", "C", "C", "C", "C", "C", "H", "H", "H", "H", "H", "C", "O", "C", "H", "H", "H", "C", "H", "H", "H", "C", "C", "C", "C", "C", "C", "O", "N", "C", "O", "N", "C", "O", "H", "H", "H", "H", "H", "H", "H", "H", "H", "H", "H"],
  "coordinates": [[0.07, 0.09, 0.00], [-2.00, 1.57, 0.32], [2.02, -1.54, -0.33], [-0.81, -1.26, 1.15], [0.06, 2.84, -2.36], [-3.28, 1.53, -0.96], [-4.10, 2.24, -0.72], [-3.70, 0.52, -1.05], [-2.86, 1.80, -1.94], [-1.57, 3.33, 0.45], [-2.48, 3.94, 0.47], [-0.95, 3.63, -0.40], [-0.99, 3.50, 1.37], [-2.88, 1.19, 1.86], [-3.64, 1.97, 2.06], [-2.17, 1.14, 2.70], [-3.38, 0.21, 1.78], [2.04, -2.60, -1.80], [2.92, -3.25, -1.81], [2.04, -1.98, -2.71], [1.13, -3.22, -1.82], [3.62, -0.67, -0.40], [4.43, -1.38, -0.59], [3.81, -0.14, 0.55], [3.60, 0.08, -1.21], [2.18, -2.69, 1.06], [3.12, -3.26, 0.97], [1.33, -3.38, 1.07], [2.17, -2.14, 2.01], [-1.38, -2.07, 1.97], [-2.97, -3.86, 2.38], [-2.36, -3.00, 1.50], [-1.06, -2.04, 3.36], [-1.68, -2.92, 4.22], [-2.64, -3.83, 3.75], [-3.71, -4.57, 2.01], [-2.59, -2.99, 0.43], [-0.31, -1.32, 3.69], [-1.43, -2.89, 5.28], [-3.13, -4.52, 4.45], [0.66, 1.96, -2.63], [0.50, 0.98, -1.63], [0.10, 1.33, -3.90], [0.73, 1.61, -4.75], [-0.92, 1.69, -4.10], [0.07, 0.24, -3.82], [2.12, 2.36, -2.74], [2.65, 1.69, -3.43], [2.62, 2.31, -1.77], [2.19, 3.38, -3.10], [5.58, 2.27, 1.10], [4.89, 3.42, 1.88], [3.30, 3.60, 2.00], [2.95, 5.07, 2.37], [3.56, 5.65, 3.62], [3.02, 3.68, 0.55], [2.51, 4.58, -0.16], [2.96, 2.29, 0.08], [1.61, 2.07, 0.49], [0.71, 2.75, -0.07], [1.39, 1.31, 1.61], [2.20, 2.17, 2.52], [2.19, 1.86, 3.70], [5.37, 1.30, 1.57], [6.68, 2.39, 1.08], [5.34, 2.23, 0.03], [5.32, 3.47, 2.90], [5.25, 4.32, 1.34], [3.41, 5.72, 1.61], [1.86, 5.29, 2.30], [4.65, 5.51, 3.60], [3.40, 6.73, 3.60], [3.11, 5.21, 4.51], [3.51, 1.66, 0.68]],
  "lowdin_charge": [1.322, 0.742, 0.719, -0.249, 0.127, -0.258, 0.052, 0.049, 0.040, -0.259, 0.048, 0.040, 0.059, -0.261, 0.049, 0.052, 0.046, -0.260, 0.052, 0.047, 0.051, -0.260, 0.057, 0.024, 0.046, -0.261, 0.048, 0.050, 0.050, -0.510, -0.128, -0.068, -0.060, -0.122, -0.126, 0.095, 0.093, 0.102, 0.096, 0.088, -0.502, -0.486, -0.050, 0.073, 0.070, 0.076, -0.046, 0.081, 0.032, 0.090, -0.100, -0.151, -0.153, -0.214, -0.101, -0.402, 0.110, 0.094, -0.669, -0.102, 0.065, -0.226, 0.064, 0.073, 0.094, 0.077, 0.116, 0.132, 0.119, 0.138, 0.067, 0.079, 0.080, 0.052]
}


We obtain M values of 91.09; 815.65; 214.00; 616.76; 206.31; 576.77 g/mol for the records listed above, in that order.
We obtain relative energy (zero: lowest compared OMol25 entry of this formula, charge and spin) values of 305.4; 40.3; 39.2; 0.0; 638.3; 681.3 kJ/mol for the records listed above, in that order.